77
Properties=species:S:1:pos:R:3:forces:R:3 method="wB97M-V/def2-TZVPD" total_energy_ev=-164049.9962 gap_ev="6.39 / 5.07" spin_multiplicity=6 homo_ha="-0.251 / -0.268" e_above_lowest_kj_mol=32.7
Ru -2.500 -0.189 1.936 0.22 0.43 -0.95
C -6.300 1.033 0.614 -0.06 -0.04 -0.06
C -5.477 0.085 -0.184 -0.05 -0.04 -0.07
N -4.209 -0.201 0.031 0.08 -0.17 0.05
C -3.842 -1.126 -0.913 0.04 0.04 0.08
C -4.906 -1.396 -1.728 0.01 0.08 0.00
N -5.927 -0.621 -1.245 -0.06 0.06 -0.01
C -5.157 -2.264 -2.909 -0.28 0.02 0.11
O -4.162 -3.013 -3.305 0.15 -0.09 0.02
O -6.252 -2.249 -3.428 0.09 0.04 0.03
C -2.456 -1.673 -0.904 0.26 -0.02 -0.02
O -2.101 -2.407 -1.842 -0.14 0.04 0.22
O -1.723 -1.310 0.072 -0.14 0.11 0.04
H -5.915 1.071 1.632 0.02 0.00 0.01
H -7.341 0.706 0.648 0.03 0.03 0.01
H -6.271 2.039 0.189 0.03 -0.03 0.01
H -6.848 -0.631 -1.655 -0.05 0.02 -0.01
H -3.345 -2.855 -2.728 0.15 0.05 -0.18
Te -4.452 -2.012 2.530 -0.43 -0.26 0.63
Te -4.448 -2.676 5.101 0.16 0.10 -0.42
Te -2.208 -1.441 6.026 -0.10 0.00 0.06
Te -0.798 -0.840 3.849 0.25 -0.21 0.37
O -4.186 6.014 0.706 -0.06 0.12 0.08
C -3.812 4.739 0.895 0.02 -0.10 0.05
C -3.306 3.931 -0.119 0.03 0.01 -0.17
C -2.956 2.635 0.188 0.06 -0.05 -0.04
N -3.075 2.114 1.411 -0.14 -0.04 0.15
C -3.561 2.901 2.357 0.05 -0.10 0.03
Br -3.720 2.099 4.055 -0.07 0.05 0.13
C -3.947 4.212 2.171 -0.05 0.07 0.16
H -4.037 6.276 -0.207 0.02 0.05 -0.13
H -3.189 4.305 -1.131 0.00 -0.04 0.08
H -2.567 1.972 -0.575 0.00 -0.01 0.02
H -4.338 4.812 2.982 0.03 -0.05 -0.06
C 5.037 2.050 -0.063 -0.03 0.01 -0.01
C 4.860 0.919 -1.085 0.01 0.00 0.11
C 4.975 1.496 -2.501 0.03 -0.07 -0.07
C 6.018 -0.076 -0.894 -0.06 -0.03 0.07
C 3.477 0.210 -0.857 -0.10 0.04 -0.02
O 3.361 -0.236 0.485 0.08 0.02 0.04
C 3.286 -0.957 -1.842 -0.03 -0.04 -0.06
C 2.163 -1.961 -1.535 0.04 0.05 0.05
C 2.475 -2.925 -0.409 0.03 0.04 -0.03
C 1.590 -3.129 0.645 -0.05 -0.01 -0.03
C 1.884 -4.024 1.664 -0.01 0.03 0.01
C 3.079 -4.724 1.636 -0.05 0.06 -0.05
Cl 3.458 -5.835 2.918 0.00 0.00 0.00
C 3.970 -4.555 0.591 0.06 -0.04 -0.03
C 3.658 -3.663 -0.426 0.04 0.03 0.02
C 2.315 1.239 -1.060 0.02 -0.10 0.11
N 1.428 1.411 0.075 0.00 -0.05 -0.25
C 0.276 0.786 0.329 0.33 0.05 0.11
N -0.216 1.207 1.485 0.17 -0.08 -0.41
C 0.716 2.116 1.895 -0.18 -0.01 0.17
N 1.724 2.276 1.067 -0.22 -0.17 0.06
H 6.042 2.472 -0.154 -0.06 0.00 -0.02
H 4.907 1.681 0.953 0.02 -0.01 0.01
H 4.321 2.863 -0.207 0.06 -0.05 0.02
H 5.970 1.933 -2.628 -0.06 -0.01 0.00
H 4.249 2.288 -2.701 0.01 -0.04 0.03
H 4.856 0.722 -3.264 0.05 0.09 0.05
H 6.960 0.475 -0.841 -0.05 -0.04 -0.01
H 6.100 -0.780 -1.725 0.01 0.03 0.07
H 5.929 -0.648 0.037 0.03 0.08 -0.10
H 3.942 -0.994 0.621 -0.11 -0.01 -0.05
H 4.215 -1.521 -1.913 0.02 0.05 -0.06
H 3.112 -0.526 -2.832 0.02 -0.08 0.01
H 2.014 -2.551 -2.443 -0.07 0.02 -0.03
H 1.207 -1.464 -1.345 0.07 -0.03 0.05
H 0.645 -2.597 0.663 0.00 0.04 0.01
H 1.188 -4.176 2.477 -0.02 0.02 0.02
H 4.891 -5.125 0.568 -0.05 0.04 0.00
H 4.353 -3.554 -1.253 -0.03 -0.02 0.06
H 1.701 0.933 -1.905 -0.05 0.01 0.01
H 2.712 2.224 -1.272 -0.01 0.06 -0.08
H -0.163 0.024 -0.302 0.07 0.10 0.08
H 0.642 2.655 2.829 0.00 -0.03 -0.10



91
Properties=species:S:1:pos:R:3:forces:R:3 method="wB97M-V/def2-TZVPD" total_energy_ev=-172276.9812 gap_ev=7.47 spin_multiplicity=1 homo_ha=-0.269 e_above_lowest_kj_mol=0.0
Ba 0.647 0.261 -1.647 -0.45 -0.20 0.28
N -1.756 2.426 2.137 0.07 -0.02 0.04
C -1.029 1.444 1.534 0.02 -0.06 -0.17
S -1.852 0.491 0.343 -0.10 0.03 -0.07
N 0.210 1.324 1.953 0.11 -0.16 -0.10
N 0.963 0.433 1.229 0.19 0.02 0.58
C 1.944 -0.113 1.867 -0.18 0.14 -0.19
C 2.244 0.116 3.313 -0.02 -0.04 -0.06
C 2.616 1.371 3.789 -0.03 -0.14 0.04
C 2.915 1.546 5.131 -0.01 -0.01 -0.02
C 2.831 0.476 6.013 0.02 0.03 0.03
C 2.456 -0.775 5.548 -0.02 -0.02 -0.07
C 2.172 -0.955 4.200 0.00 0.08 0.02
C 2.808 -1.063 1.112 -0.23 0.14 0.06
C 4.049 -1.455 1.615 -0.03 0.00 0.00
C 4.824 -2.343 0.891 -0.04 0.01 0.00
C 4.342 -2.813 -0.320 0.00 0.00 0.02
C 3.109 -2.353 -0.756 -0.06 -0.04 0.04
N 2.344 -1.505 -0.066 0.43 -0.11 -0.11
H -2.754 2.372 2.053 -0.01 0.01 0.00
H -1.362 2.848 2.962 0.01 0.00 -0.01
H 2.650 2.206 3.107 0.00 0.08 -0.07
H 3.205 2.524 5.493 0.00 0.01 0.00
H 3.059 0.618 7.062 0.00 0.00 -0.01
H 2.385 -1.612 6.231 0.00 0.00 0.00
H 1.888 -1.934 3.832 0.00 -0.02 -0.02
H 4.389 -1.065 2.563 0.01 0.01 0.01
H 5.786 -2.664 1.270 0.00 0.00 0.00
H 4.896 -3.523 -0.920 0.00 0.00 0.00
H 2.720 -2.677 -1.711 -0.02 0.00 -0.06
N -0.550 -2.562 1.350 0.10 0.05 0.06
C -1.141 -3.733 0.924 -0.01 -0.04 0.04
C -1.534 -4.684 1.884 0.02 0.06 0.00
C -2.099 -5.885 1.519 -0.02 -0.02 -0.06
C -2.306 -6.191 0.174 0.01 0.03 0.08
C -1.917 -5.269 -0.775 0.02 0.01 -0.06
C -1.321 -4.050 -0.433 -0.05 -0.03 0.00
P -0.778 -2.916 -1.754 0.05 -0.20 0.02
C -2.178 -3.067 -2.927 -0.05 0.10 -0.04
C -3.352 -2.408 -2.551 0.04 -0.02 -0.01
C -4.472 -2.439 -3.365 0.01 -0.02 -0.03
C -4.429 -3.118 -4.579 -0.05 0.04 0.02
C -3.267 -3.764 -4.964 0.06 -0.02 0.00
C -2.144 -3.743 -4.143 -0.11 0.04 0.07
C 0.556 -3.864 -2.586 -0.07 0.07 -0.01
C 1.161 -4.990 -2.033 0.01 0.03 0.00
C 2.261 -5.572 -2.650 0.00 0.01 -0.01
C 2.764 -5.044 -3.830 0.00 -0.03 0.02
C 2.167 -3.923 -4.391 -0.02 0.05 0.02
C 1.079 -3.333 -3.767 0.09 0.04 0.00
H -0.711 -2.344 2.321 -0.01 -0.01 -0.02
H -0.668 -1.728 0.780 -0.06 -0.09 -0.01
H -1.393 -4.448 2.933 0.00 0.00 0.00
H -2.396 -6.587 2.288 0.00 0.00 0.00
H -2.764 -7.125 -0.120 0.00 0.00 0.00
H -2.075 -5.492 -1.825 0.01 0.00 0.01
H -3.385 -1.869 -1.609 0.00 0.01 0.01
H -5.376 -1.931 -3.058 -0.01 0.01 0.00
H -5.301 -3.138 -5.220 0.00 0.00 0.00
H -3.231 -4.295 -5.907 0.01 0.00 0.00
H -1.247 -4.258 -4.454 0.04 -0.04 -0.02
H 0.788 -5.403 -1.105 -0.04 -0.01 0.01
H 2.724 -6.443 -2.203 0.00 0.00 0.00
H 3.620 -5.502 -4.311 0.00 -0.01 0.00
H 2.557 -3.496 -5.306 0.00 0.00 0.00
H 0.650 -2.433 -4.199 -0.01 -0.03 0.03
Cl -0.011 4.966 -4.408 -0.01 0.01 -0.03
C 0.546 4.423 -2.827 0.03 -0.09 0.06
Cl 1.789 5.532 -2.232 -0.02 0.00 -0.01
Cl -0.826 4.383 -1.687 0.01 0.01 -0.01
C 1.075 2.944 -2.860 -0.10 0.07 -0.34
O 0.636 2.210 -3.764 0.22 0.23 0.50
O 1.815 2.627 -1.900 0.09 0.09 -0.19
C 4.702 0.988 -1.481 0.03 0.08 0.01
As 4.122 0.322 -3.183 -0.25 0.13 0.14
C 5.455 -0.879 -3.852 0.04 -0.04 -0.04
C 3.967 1.818 -4.376 0.05 0.03 0.02
O 2.673 -0.465 -3.011 0.28 -0.15 -0.31
H 5.599 1.600 -1.577 0.02 -0.03 -0.03
H 4.886 0.159 -0.798 -0.03 -0.04 -0.03
H 3.883 1.608 -1.114 0.02 0.02 0.04
H 6.434 -0.402 -3.859 0.00 -0.01 -0.01
H 5.179 -1.179 -4.862 0.02 -0.02 0.00
H 5.469 -1.754 -3.204 0.01 -0.01 0.00
H 4.897 2.000 -4.913 0.01 -0.02 0.02
H 3.705 2.685 -3.772 -0.01 0.03 -0.03
H 3.155 1.611 -5.070 -0.01 -0.02 0.00
N -1.787 0.550 -3.148 0.01 -0.08 -0.11
H -2.410 0.942 -2.449 -0.04 0.00 0.01
H -2.303 -0.147 -3.674 0.00 0.08 0.03
H -1.500 1.297 -3.774 -0.04 -0.02 -0.01



64
Properties=species:S:1:pos:R:3:forces:R:3 method="wB97M-V/def2-TZVPD" smiles="CCN(CC)CCCNC(=O)c1ccc(OCC(=O)Nc2ccccc2C(F)(F)F)c(OC)c1" total_energy_ev=-46188.9257 gap_ev=9.04 spin_multiplicity=1 homo_ha=-0.309 e_above_lowest_kj_mol=0.0
C -4.389 -3.055 0.041 0.21 0.25 -0.13
H -5.033 -3.685 -0.567 -0.09 -0.09 -0.02
H -3.656 -3.690 0.534 0.02 -0.10 0.07
H -5.000 -2.578 0.803 -0.08 0.00 0.11
C -3.707 -2.012 -0.852 -0.14 -0.11 0.00
N -2.695 -1.181 -0.219 0.01 0.11 0.13
C -3.152 -0.437 0.946 -0.21 0.07 0.09
H -2.295 0.138 1.309 -0.04 -0.07 0.03
C -4.288 0.547 0.639 0.29 -0.04 -0.09
H -5.233 0.017 0.513 -0.10 0.00 0.04
H -4.386 1.196 1.510 -0.08 -0.02 0.04
C -4.031 1.408 -0.613 -0.24 0.00 0.06
N -2.629 1.645 -0.844 0.07 -0.04 -0.11
C -1.991 2.747 -0.388 -0.02 -0.20 -0.29
O -2.566 3.703 0.100 -0.05 0.22 0.28
C -0.506 2.685 -0.538 0.27 0.03 -0.10
C 0.113 2.024 -1.585 -0.19 0.13 0.17
C 1.496 1.937 -1.630 0.31 0.07 0.06
C 2.266 2.507 -0.633 -0.01 0.16 0.08
C 1.646 3.222 0.414 0.11 -0.05 -0.10
C 0.266 3.305 0.441 0.14 0.06 0.07
H -0.252 3.834 1.224 -0.02 0.08 0.10
O 2.486 3.757 1.338 0.05 -0.25 -0.36
C 1.921 4.474 2.409 -0.11 0.13 0.21
H 2.763 4.814 3.009 -0.09 0.00 -0.01
H 1.351 5.339 2.057 0.01 -0.04 0.01
H 1.274 3.837 3.020 0.01 0.02 -0.03
O 3.635 2.410 -0.540 -0.30 0.12 0.25
C 4.318 1.689 -1.530 0.22 -0.05 -0.39
C 4.028 0.183 -1.538 -0.11 0.30 0.24
O 4.260 -0.500 -2.507 0.10 -0.02 -0.25
N 3.516 -0.253 -0.352 0.09 0.37 0.30
C 3.098 -1.538 -0.021 -0.14 -0.52 0.06
C 3.457 -2.642 -0.794 0.11 0.11 -0.15
C 3.038 -3.912 -0.446 -0.12 0.02 0.17
C 2.259 -4.116 0.682 -0.02 -0.08 -0.04
C 1.890 -3.034 1.458 0.08 0.16 -0.05
C 2.300 -1.751 1.114 0.00 0.04 0.03
C 1.844 -0.595 1.953 -0.30 0.23 0.15
F 1.093 -0.960 2.998 -0.06 -0.27 0.10
F 2.866 0.126 2.463 0.30 0.03 -0.08
F 1.095 0.284 1.252 0.01 -0.06 -0.19
H 1.279 -3.177 2.335 -0.04 0.02 0.05
H 1.937 -5.108 0.955 -0.03 -0.11 0.03
H 3.328 -4.749 -1.061 0.04 -0.07 -0.07
H 4.059 -2.489 -1.673 0.01 0.00 0.00
H 3.388 0.477 0.338 0.04 -0.13 -0.12
H 5.381 1.822 -1.302 -0.15 -0.04 -0.09
H 4.135 2.084 -2.537 -0.02 -0.13 0.13
H 1.959 1.402 -2.445 0.07 -0.03 -0.09
H -0.469 1.588 -2.383 -0.07 -0.07 -0.06
H -2.101 0.805 -1.040 0.06 0.07 0.04
H -4.514 2.381 -0.498 -0.01 -0.14 -0.11
H -4.435 0.915 -1.501 -0.03 0.07 0.07
H -3.475 -1.097 1.768 0.09 0.06 0.01
C -1.435 -1.885 -0.009 0.25 -0.01 -0.30
C -0.492 -1.668 -1.192 -0.12 -0.17 0.31
H -0.144 -0.638 -1.214 0.04 0.10 -0.02
H -1.000 -1.884 -2.128 -0.05 -0.04 -0.15
H 0.373 -2.323 -1.110 0.18 -0.07 -0.05
H -0.957 -1.509 0.898 -0.07 -0.04 0.04
H -1.594 -2.963 0.132 -0.01 0.04 0.10
H -4.472 -1.355 -1.271 -0.01 -0.06 -0.11
H -3.220 -2.522 -1.688 -0.07 0.07 -0.05



39
Properties=species:S:1:pos:R:3:forces:R:3 method="wB97M-V/def2-TZVPD" total_energy_ev=-27040.7252 gap_ev=9.73 spin_multiplicity=1 homo_ha=-0.371 e_above_lowest_kj_mol=117.9
O -1.310 -2.581 2.056 0.19 -0.27 0.23
H -0.486 -2.767 1.574 -0.09 0.30 0.05
H -1.269 -3.118 2.857 -0.05 0.11 -0.07
O 2.496 -0.383 2.818 -0.04 0.15 -0.11
H 3.055 0.321 3.160 -0.03 -0.05 0.01
H 1.799 0.075 2.324 0.04 -0.23 0.02
O 2.661 -0.370 -2.882 -0.16 -0.16 0.05
H 3.217 -0.680 -2.156 -0.03 0.10 -0.07
H 1.908 -0.989 -2.903 0.36 0.05 0.08
O 0.194 -1.612 -3.114 -0.40 -0.09 -0.21
H -0.058 -1.700 -4.043 0.05 -0.02 0.13
H -0.552 -1.981 -2.618 0.15 0.11 0.04
O 0.551 -0.006 0.478 -0.22 0.43 -0.27
H 0.494 -0.671 -0.221 -0.01 -0.09 0.23
H -0.253 0.532 0.388 0.06 -0.28 0.23
O 0.105 1.334 -2.388 0.07 -0.16 -0.55
H 0.487 0.558 -2.831 0.02 0.15 0.21
H 0.334 2.077 -2.960 -0.09 -0.02 0.18
O -2.354 0.569 -1.458 0.38 0.06 -0.26
H -1.451 0.689 -1.837 -0.70 0.25 0.20
H -2.931 1.087 -2.029 0.08 -0.02 0.07
O -1.678 -0.143 3.783 -0.23 -0.17 -0.06
H -1.676 0.688 3.292 0.32 -0.05 0.06
H -1.551 -0.836 3.118 0.12 0.15 0.07
O -3.247 -1.544 0.271 0.07 0.34 0.13
H -3.237 -0.664 -0.150 0.29 -0.51 0.33
H -2.713 -1.500 1.088 -0.31 -0.04 -0.60
O 2.429 1.913 -0.776 -0.26 0.16 0.44
H 2.531 1.652 -1.697 -0.11 -0.18 0.06
H 1.707 1.351 -0.426 0.57 -0.01 -0.27
O 0.256 3.985 0.528 0.02 -0.13 -0.11
H 0.370 3.204 -0.031 0.32 0.22 -0.24
H 1.149 4.338 0.636 -0.09 -0.15 -0.03
O 0.783 -3.093 0.092 -0.09 -0.27 0.02
H 1.621 -3.445 0.420 -0.08 0.14 -0.02
H 0.260 -3.871 -0.146 0.13 0.11 -0.05
O -1.106 2.302 2.235 -0.05 -0.09 -0.46
H -1.995 2.398 1.873 0.10 0.14 0.02
H -0.541 2.880 1.678 -0.31 0.03 0.51



21
Properties=species:S:1:pos:R:3:forces:R:3 method="wB97M-V/def2-TZVPD" total_energy_ev=-27082.2995 gap_ev=4.20 charge=+3 spin_multiplicity=1 homo_ha=-0.572 e_above_lowest_kj_mol=378.6
Ag -5.929 16.238 -21.977 -0.21 -0.02 0.11
Ag -5.760 9.140 -16.928 -0.35 0.43 0.43
Ag -3.538 10.019 -22.193 -0.27 0.11 0.00
Ag -1.172 13.550 -18.150 -0.11 0.13 0.16
F -5.333 12.604 -19.482 0.82 -0.36 -0.37
C -4.299 11.281 -13.183 0.49 -0.49 1.55
O -5.343 11.632 -14.000 -1.83 1.09 -1.33
C -6.425 12.236 -13.249 -1.15 -0.70 -0.37
C -7.727 12.345 -14.060 0.57 1.42 -0.29
O -8.223 11.096 -14.374 0.80 -1.68 -0.26
C -9.356 11.058 -15.203 -0.10 0.56 0.02
H -3.422 10.926 -13.725 -0.25 -0.13 -0.34
H -4.691 10.510 -12.521 0.59 -0.32 0.36
H -3.953 12.106 -12.560 0.00 0.24 0.11
H -6.132 13.198 -12.830 0.09 0.09 -0.18
H -6.781 11.606 -12.434 0.80 -0.40 0.41
H -7.569 12.991 -14.924 0.18 -0.18 -0.67
H -8.503 12.885 -13.518 0.17 0.21 0.70
H -9.752 10.042 -15.209 -0.04 0.16 0.19
H -9.121 11.354 -16.225 0.18 0.05 -0.28
H -10.086 11.784 -14.843 -0.40 -0.19 0.07